Record 1
C4H8NOS | ωB97M-V/def2-TZVPD

The relative energy (zero: lowest compared OMol25 entry of this formula, charge and spin) comes out at 37.6 kJ/mol. The total charge is +1. For the gap between HOMO and LUMO, the calculation gives 8.7 eV. Its spin multiplicity is 1.

Structure (XYZ):
```
15
Properties=species:S:1:pos:R:3:forces:R:3
C -1.8430 0.9733 0.0770 0.962 0.000 0.404
C -3.0543 0.9189 -0.3360 -1.143 -0.004 -0.415
C 1.3450 -0.1873 -0.1674 0.361 -0.126 -0.417
C 1.0574 -1.0935 0.9634 -0.120 -0.360 0.300
N 1.1475 -0.5970 -1.3982 0.134 0.216 0.348
O -0.7341 1.0012 0.4493 -0.601 0.131 0.069
S 2.1299 1.3165 0.0528 0.298 0.082 -0.318
H -3.7818 0.2700 0.1135 0.019 -0.254 0.281
H -3.4131 1.5631 -1.1152 0.135 0.268 -0.246
H 0.3154 -1.8459 0.6998 -0.052 0.059 -0.054
H 0.7242 -0.5597 1.8514 0.019 0.055 -0.139
H 1.9781 -1.6209 1.2217 0.107 0.040 -0.035
H 0.7670 -1.5129 -1.5964 -0.007 0.060 0.103
H 1.3977 -0.0200 -2.1912 -0.047 -0.043 0.009
H 1.9640 1.3942 1.3756 -0.064 -0.125 0.110
```
Positions in Å, forces in eV/Å.

***

Record 2
C11H15N | ωB97M-V/def2-TZVPD

The relative energy (zero: lowest compared OMol25 entry of this formula, charge and spin) comes out at 263.0 kJ/mol. For the gap between HOMO and LUMO, the calculation gives 9.0 eV. As for the structure (SMILES): Cc1c[nH]c2ccccc12.CC. Its spin multiplicity is 1.

Structure (XYZ):
```
27
Properties=species:S:1:pos:R:3:forces:R:3
C -2.3166 1.3982 1.1757 -1.968 1.728 2.312
C -0.8345 1.4342 1.3959 0.951 -0.974 -2.473
C 0.0359 1.9165 2.3414 0.158 -1.314 0.330
N 1.3771 1.6439 1.8950 -6.346 0.722 -1.927
C 1.3980 1.0660 0.6862 -0.825 0.260 -2.311
C 2.5217 0.9313 -0.2581 -1.850 0.718 -0.626
C 2.2019 0.5988 -1.5623 -1.903 -1.833 0.666
C 0.8224 0.1472 -1.8510 3.205 0.668 -2.453
C -0.1883 0.4592 -1.0483 -2.863 0.337 0.600
C -0.0011 0.9599 0.2878 2.347 -0.189 -0.205
H -2.9507 0.7301 1.8650 1.297 0.539 -1.023
H -2.7016 1.2846 0.1388 0.812 -0.052 0.678
H -2.6335 2.4352 1.5346 -0.140 -1.125 -0.705
H -0.2041 2.1804 3.4148 0.668 -0.095 -1.589
H 2.0145 1.6895 2.5291 5.354 0.358 4.295
H 3.4898 1.3801 -0.1217 0.248 -0.140 0.746
H 2.9009 0.5433 -2.3989 0.112 0.130 0.569
H 0.6038 -0.2872 -2.8802 0.371 0.786 1.456
H -1.1651 0.2904 -1.5803 0.562 0.214 1.414
C -0.8919 -2.3278 -0.1288 -1.093 2.394 0.951
C -0.1521 -2.9176 -1.2807 -0.599 -0.860 0.877
H -0.3110 -1.3895 0.2581 -1.747 -1.757 -0.560
H -1.9889 -2.1506 -0.4315 1.573 0.529 0.429
H -1.0356 -2.9888 0.7255 0.538 -0.363 -0.057
H -0.7855 -3.7806 -1.5457 1.472 -0.585 -0.106
H 0.8999 -2.9103 -1.0150 0.256 -1.509 0.057
H -0.1053 -2.3366 -2.1454 -0.593 1.413 -1.343
```
Positions in Å, forces in eV/Å.

***

Record 3
C28H37Cl51NPS | ωB97M-V/def2-TZVPD

The relative energy (zero: lowest compared OMol25 entry of this formula, charge and spin) comes out at 171.8 kJ/mol. For the gap between HOMO and LUMO, the calculation gives 8.2 eV. Its spin multiplicity is 1.

Structure (XYZ):
```
119
Properties=species:S:1:pos:R:3:forces:R:3
C 0.4015 -0.9358 -0.3679 -1.486 -0.767 -1.274
C -0.1356 -1.1018 -1.7865 0.156 -0.301 0.808
S -0.9550 -2.7081 -1.9907 0.151 -0.362 -0.168
C -2.7079 -2.2845 -2.2240 0.254 -0.511 -0.297
P -3.7578 -3.2182 -1.0342 0.662 0.112 1.620
C -5.4144 -2.4124 -0.9894 0.377 -0.217 -0.851
C -5.3746 -0.9975 -0.4304 -0.463 -0.364 -0.349
C -5.3666 0.0235 -1.5532 -0.041 -0.091 0.781
C -5.2195 1.4603 -1.0746 0.648 -1.087 -0.515
N -3.8198 1.8121 -0.9297 -3.341 -0.377 0.119
C -3.1832 2.4937 -1.8644 -1.302 0.851 -2.484
C -1.9364 2.6632 -1.4933 2.659 0.947 -0.452
C -1.8204 2.0541 -0.2606 4.441 1.071 0.390
C -2.9748 1.5601 0.0637 -2.216 -1.996 2.413
H 0.6870 0.0925 -0.2117 -1.054 -1.698 -0.599
H 1.2779 -1.5460 -0.2338 -1.085 -0.332 -0.079
H -0.3756 -1.2271 0.3148 -0.359 -0.053 0.629
H -0.8213 -0.3114 -2.0418 -0.356 0.283 -0.182
H 0.7086 -1.0548 -2.4509 0.208 -0.037 -0.666
H -2.9293 -2.5209 -3.2490 -0.338 0.068 -0.507
H -2.8096 -1.2215 -2.0923 -0.127 0.398 0.273
H -3.9594 -4.4577 -1.6766 -0.258 0.237 -0.470
H -6.0232 -3.0543 -0.3818 -0.248 -0.416 0.485
H -5.8952 -2.3871 -1.9578 -0.204 -0.022 -0.413
H -6.2996 -0.8689 0.1121 -0.255 0.254 0.507
H -4.5560 -0.8804 0.2648 0.362 0.154 0.229
H -6.2972 -0.0751 -2.0941 -0.349 -0.038 -0.249
H -4.5692 -0.2208 -2.2321 0.327 0.136 -0.516
H -5.5963 2.0702 -1.8651 -0.349 0.690 -0.208
H -5.7848 1.6150 -0.1701 -0.126 0.256 0.408
H -3.6359 2.8442 -2.7586 -0.609 0.063 -0.458
H -1.1950 3.1845 -2.0420 0.521 0.248 -0.224
H -0.9196 2.0184 0.3022 0.340 -0.074 0.538
H -3.2375 1.0482 0.9576 -0.423 -0.347 0.376
C 3.1572 0.5514 0.8825 0.067 -0.003 -0.162
Cl 4.5798 1.4396 0.3407 -0.293 0.157 -0.066
Cl 1.6692 1.3914 0.4318 1.950 2.885 1.289
Cl 3.1569 -1.0937 0.2376 2.113 0.455 0.407
H 3.1896 0.4864 1.9612 -0.035 -0.005 0.036
C 1.9986 -4.7421 1.0831 0.015 0.125 0.062
Cl 2.3734 -4.3313 -0.5924 -0.062 -0.056 -0.153
Cl 2.2861 -6.4549 1.3843 0.000 0.181 0.093
Cl 2.9538 -3.7507 2.1755 -0.145 -0.301 0.062
H 0.9513 -4.5337 1.2747 0.237 -0.099 -0.203
C 7.6618 0.5732 -2.3512 -0.140 0.093 -0.100
Cl 7.6209 1.9441 -1.2431 -0.067 0.165 -0.109
Cl 6.0469 0.2125 -2.9590 -0.003 -0.030 0.009
Cl 8.7813 0.8785 -3.6805 0.025 -0.017 0.018
H 8.0144 -0.2888 -1.8044 0.008 -0.047 0.049
C -1.1317 -4.4059 4.2502 0.270 0.026 -0.154
Cl -0.9504 -3.9933 2.5419 -0.448 0.084 0.078
Cl -0.7651 -6.1070 4.5263 -0.017 -0.002 0.029
Cl -0.0843 -3.3677 5.2228 -0.049 -0.018 0.091
H -2.1585 -4.2295 4.5416 -0.040 0.044 -0.022
C -6.5132 -2.5656 4.3660 -0.079 0.108 -0.014
Cl -6.9917 -0.8909 4.6413 0.003 -0.012 0.007
Cl -7.6412 -3.3749 3.2754 0.024 -0.009 -0.042
Cl -4.8624 -2.6499 3.7463 -0.005 0.002 -0.012
H -6.5473 -3.0870 5.3154 0.009 0.225 -0.212
C 8.1254 -0.6155 1.8480 -0.097 0.063 -0.175
Cl 7.9995 0.7630 2.9417 0.000 -0.017 -0.014
Cl 6.5439 -1.0406 1.1892 0.261 -0.193 0.030
Cl 9.2785 -0.2793 0.5521 0.205 -0.194 0.192
H 8.4906 -1.4654 2.4092 0.049 0.134 -0.162
C 0.2829 5.3862 -4.1539 -0.136 -0.108 0.019
Cl -0.2158 7.0545 -3.8699 0.033 0.051 -0.028
Cl 1.1822 4.7648 -2.7689 0.038 -0.001 -0.010
Cl -1.1114 4.3632 -4.5084 0.038 0.068 -0.107
H 0.9451 5.3827 -5.0121 -0.224 -0.062 0.146
C 5.1990 -6.6005 -1.1897 -0.017 -0.077 -0.079
Cl 5.4751 -6.2019 -2.8858 -0.038 -0.004 -0.014
Cl 5.6488 -8.2837 -0.8638 -0.035 0.169 -0.198
Cl 6.0598 -5.4763 -0.1452 -0.027 0.005 0.067
H 4.1410 -6.4959 -0.9868 -0.030 -0.023 -0.001
C -4.4959 -3.8069 7.8265 0.024 0.208 -0.056
Cl -4.9779 -2.1256 8.0056 -0.303 -0.193 0.199
Cl -5.5901 -4.6469 6.7258 0.107 -0.441 0.222
Cl -2.8288 -3.8991 7.2565 0.035 -0.079 0.031
H -4.5519 -4.2946 8.7892 -0.003 -0.023 0.037
C 6.0156 -3.3753 4.7527 -0.074 0.005 -0.345
Cl 7.5154 -2.5828 4.2713 0.192 -0.265 0.451
Cl 4.6681 -2.3600 4.2533 -0.117 0.202 0.309
Cl 5.8905 -4.9783 4.0351 0.016 -0.023 0.031
H 5.9943 -3.4721 5.8286 0.059 0.018 0.050
C 3.4110 7.8516 -4.4361 0.001 0.085 0.011
Cl 5.1366 8.0003 -4.1178 0.000 -0.020 0.019
Cl 2.7875 9.2962 -5.2219 -0.009 0.024 -0.061
Cl 3.0798 6.4164 -5.4143 0.327 0.069 -0.149
H 2.8996 7.7346 -3.4898 -0.035 -0.034 0.023
C 0.5293 -9.3263 -0.2490 -0.005 0.087 -0.102
Cl 2.2745 -9.0926 -0.3400 0.074 -0.351 -0.159
Cl -0.3176 -7.9802 -1.0115 -0.008 0.021 0.027
Cl 0.0613 -10.8603 -0.9833 -0.004 -0.009 0.026
H 0.2475 -9.3525 0.7942 -0.013 0.000 0.042
C -3.6206 1.2430 6.3866 -0.017 -0.093 -0.083
Cl -4.9419 1.3362 7.5577 0.003 0.011 0.011
Cl -2.8165 -0.3229 6.4635 0.230 0.208 -0.169
Cl -4.2094 1.5672 4.7573 0.030 0.036 -0.023
H -2.8974 2.0053 6.6381 0.015 0.041 0.034
C 7.8035 -8.0402 2.8603 -0.043 -0.077 -0.046
Cl 8.6786 -6.8583 1.8923 -0.016 0.035 0.000
Cl 6.1015 -8.1340 2.3926 0.108 0.070 0.277
Cl 8.5658 -9.6265 2.7343 0.000 -0.024 0.037
H 7.8496 -7.7252 3.8931 -0.003 0.008 0.044
C -8.3478 3.9469 -1.2865 0.014 0.049 -0.107
Cl -6.7165 4.5624 -1.5511 -0.032 0.101 0.027
Cl -9.5531 5.1028 -1.8468 -0.012 0.002 0.019
Cl -8.5678 2.3839 -2.0800 -0.002 -0.027 0.024
H -8.4854 3.8054 -0.2240 -0.003 -0.017 0.042
C 1.4787 12.5966 -3.3229 0.084 -0.126 -0.040
Cl 1.2999 12.9064 -5.0519 0.007 0.024 -0.043
Cl 0.6559 11.1042 -2.8786 -0.088 -0.001 0.089
Cl 3.1824 12.5294 -2.8783 0.003 0.025 0.018
H 1.0194 13.4112 -2.7819 -0.029 0.042 0.003
C -0.8499 13.0154 -8.2635 -0.065 -0.079 -0.056
Cl -2.4755 13.0095 -7.5809 0.004 0.016 0.033
Cl -0.1457 11.3999 -8.2165 0.030 0.000 0.018
Cl -0.8654 13.6458 -9.9103 0.021 0.023 0.001
H -0.2357 13.6686 -7.6600 0.019 0.033 0.024
```
Positions in Å, forces in eV/Å.

***

Record 4
C2H9N3O | ωB97M-V/def2-TZVPD

The relative energy (zero: lowest compared OMol25 entry of this formula, charge and spin) comes out at 119.3 kJ/mol. For the gap between HOMO and LUMO, the calculation gives 10.1 eV. As for the structure (SMILES): [H]/N=C/N.NCO. Its spin multiplicity is 1.

Structure (XYZ):
```
15
Properties=species:S:1:pos:R:3:forces:R:3
H 1.6700 -0.3570 2.0385 -0.041 -0.524 0.277
N 1.1964 -0.7590 1.2358 0.458 0.583 -0.261
C 2.0517 -0.8364 0.2786 -0.119 0.298 0.564
N 1.6991 -1.1018 -1.0001 0.933 -0.161 1.469
H 3.1172 -0.6875 0.4798 -0.021 0.180 -0.417
H 2.3878 -0.9047 -1.6933 -0.316 -0.371 -0.610
H 0.7500 -1.3944 -1.0962 -0.542 0.200 -0.892
N -1.6840 2.0176 0.1038 0.184 -0.075 -0.095
C -2.0543 0.6999 -0.3712 0.049 -0.388 0.849
O -1.0401 -0.2868 -0.2268 0.366 0.572 -0.217
H -2.0101 2.1757 1.0436 0.122 -0.036 0.169
H -0.6737 2.1112 0.0895 -0.112 0.237 -0.100
H -2.3153 0.7591 -1.4258 -0.116 -0.194 -0.046
H -2.8890 0.3430 0.2529 -0.228 0.327 -0.565
H -0.3392 0.0115 0.4031 -0.618 -0.648 -0.124
```
Positions in Å, forces in eV/Å.

***

Record 5
CHI3O | ωB97M-V/def2-TZVPD

The relative energy (zero: lowest compared OMol25 entry of this formula, charge and spin) comes out at 43.0 kJ/mol. For the gap between HOMO and LUMO, the calculation gives 8.9 eV. Its spin multiplicity is 1.

Structure (XYZ):
```
6
Properties=species:S:1:pos:R:3:forces:R:3
C -1.2941 0.8726 0.5365 0.478 -1.432 1.117
O -1.9805 1.4694 -0.1690 -0.704 1.313 -1.104
I 0.3602 1.5653 1.6554 0.277 0.377 -0.003
I 2.5035 -2.1366 -1.3005 -0.234 0.846 -0.185
I -1.6871 -1.1909 0.9539 -0.032 -0.276 -0.028
H 2.0980 -0.5798 -1.6763 0.215 -0.829 0.203
```
Positions in Å, forces in eV/Å.